[1]
{"formula": "C15H48BNO5", "method": "wB97M-V/def2-TZVPD", "symbols": ["N", "H", "H", "H", "H", "B", "H", "H", "H", "H", "C", "C", "C", "O", "H", "H", "H", "H", "H", "H", "H", "H", "C", "C", "C", "O", "H", "H", "H", "H", "H", "H", "H", "H", "C", "C", "C", "O", "H", "H", "H", "H", "H", "H", "H", "H", "C", "C", "C", "O", "H", "H", "H", "H", "H", "H", "H", "H", "C", "C", "C", "O", "H", "H", "H", "H", "H", "H", "H", "H"], "xyz": [[0.079854, -0.536985, -0.501185], [0.603744, -0.455535, 0.358475], [-0.799386, -0.045125, -0.572715], [0.189254, -1.451785, -0.915045], [0.689764, -0.019415, -1.117805], [0.029054, -2.632635, -2.460185], [-0.773116, -2.661865, -1.739135], [0.902284, -2.909175, -1.889895], [-0.071106, -3.346045, -3.263455], [0.147174, -1.666565, -2.926005], [-3.575206, 2.320885, -1.109915], [-3.384146, 0.796105, -0.991375], [-2.874206, 0.196035, -2.280745], [-2.452226, 0.600565, -0.022265], [-4.052536, 2.812375, -0.262165], [-4.296096, 2.609405, -1.874885], [-2.639256, 2.856895, -1.267415], [-4.220056, 0.226055, -0.585925], [-3.639896, 0.321545, -3.046305], [-2.697356, -0.876795, -2.204295], [-1.931326, 0.576615, -2.673465], [-2.833756, 0.904725, 0.804485], [1.831034, 2.551525, -3.686035], [1.898164, 2.341665, -2.212515], [0.972474, 3.267385, -1.423965], [1.419164, 1.025015, -2.067085], [0.793094, 2.646295, -4.005105], [2.406784, 1.807385, -4.236365], [2.294544, 3.516445, -3.891445], [2.964884, 2.477935, -2.034635], [1.177224, 4.323265, -1.600845], [1.167684, 3.011225, -0.382625], [-0.066756, 3.212055, -1.748065], [2.165244, 0.569735, -2.464175], [-1.409656, 3.241385, 1.900645], [-1.619486, 1.874665, 2.490565], [-1.192586, 1.639605, 3.881245], [-2.980996, 1.582395, 2.395535], [-0.564936, 3.844035, 2.234345], [-2.148816, 3.810075, 2.464845], [-1.485476, 3.340365, 0.817795], [-0.936246, 1.264465, 1.899855], [-0.122856, 1.605095, 4.087585], [-1.503446, 0.714445, 4.366565], [-1.410876, 2.567405, 4.410055], [-3.422616, 2.278795, 2.887055], [4.584384, 0.115945, 1.072535], [3.184554, -0.013205, 1.703945], [2.483704, 1.356355, 1.948875], [2.422784, -0.853045, 0.898015], [5.078244, -0.842765, 0.914245], [5.168274, 0.701415, 1.782755], [4.641834, 0.766425, 0.199795], [3.218914, -0.639445, 2.595425], [1.435024, 1.122755, 2.132745], [2.556474, 2.179615, 1.238205], [2.854824, 1.789855, 2.877555], [2.761444, -1.750045, 0.850135], [0.383864, -5.438115, -0.295295], [-0.564766, -4.639505, 0.560275], [-0.915456, -5.426755, 1.881175], [0.080964, -3.386235, 0.862735], [1.369594, -5.434585, 0.169915], [0.609004, -5.053135, -1.289885], [-0.021806, -6.448695, -0.342875], [-1.523146, -4.496335, 0.061175], [-1.695176, -4.753155, 2.236725], [-0.103496, -5.450315, 2.607995], [-1.235976, -6.449155, 1.681015], [0.598944, -3.089835, 0.110775]], "atomic_forces_ev_per_a": [[1.2, 0.7, 0.1], [-0.3, -0.3, 0.8], [-0.9, -0.5, 0.6], [-1.0, -1.0, -0.2], [0.4, 0.8, -0.5], [-0.3, -0.1, -0.5], [-3.5, -0.1, 2.4], [4.0, -0.9, 2.3], [-0.6, -3.0, -2.9], [0.5, 3.9, -1.6], [-1.4, 0.3, -0.3], [-0.3, 1.0, -0.9], [-0.5, -0.7, -0.6], [2.5, -0.7, 1.4], [0.3, -0.4, 0.7], [0.2, -0.2, -0.6], [0.1, -0.3, -0.2], [-1.0, 0.4, -0.9], [0.0, 0.1, -0.2], [-0.1, -0.1, 0.3], [0.0, 0.5, 0.3], [0.0, 0.1, 0.6], [-0.1, 1.8, -0.8], [-1.2, 1.4, -1.3], [1.0, 0.0, -0.3], [1.2, -0.2, 0.5], [0.0, -0.4, -0.3], [-0.3, -0.2, -0.1], [0.1, 0.2, -0.3], [0.0, -0.3, 1.3], [0.6, 0.0, 0.2], [-0.7, 0.3, 0.2], [-0.1, -0.8, 0.3], [-0.2, -1.3, -0.1], [-0.1, 1.7, 1.5], [2.5, -0.4, -1.1], [1.4, 1.2, 1.9], [-0.8, -1.0, -0.6], [0.8, -0.8, -0.1], [-0.8, 0.7, -0.7], [-0.4, -0.3, 0.2], [-1.1, -1.0, -0.6], [0.5, 0.0, -0.9], [-0.8, 0.3, -0.2], [-0.8, -0.3, 0.9], [-0.3, 0.1, 0.0], [0.0, 1.1, 1.2], [1.4, 0.3, -0.5], [0.0, -1.1, 0.7], [-2.1, -0.1, -1.8], [-0.1, 0.0, -0.1], [0.4, -0.2, 0.3], [-0.5, -0.4, -0.4], [0.6, 1.0, 0.9], [-0.2, 0.2, 0.0], [0.2, -0.6, -0.5], [0.1, -0.1, 0.2], [0.3, 0.0, 0.2], [0.3, -0.5, -0.2], [1.3, -0.5, 0.2], [0.3, 1.9, -0.9], [-0.8, -0.3, 1.2], [0.0, -0.4, 0.5], [-0.7, 0.2, -0.1], [0.3, -0.2, -0.3], [0.0, 0.3, -0.3], [-0.3, -0.7, 0.8], [0.1, 0.1, -0.2], [-0.3, 0.2, -0.1], [-0.2, -0.4, -0.6]], "multiplicity": 2, "charge": -1, "e_homo_ha": [0.025, -0.240], "energy_ha": -1055.866865, "orbital_gap_ha": [0.0741, 0.3452]}

=====

[2]
{"formula": "C15H50N10O15", "method": "wB97M-V/def2-TZVPD", "symbols": ["N", "C", "N", "O", "H", "H", "H", "H", "N", "C", "N", "O", "H", "H", "H", "H", "N", "C", "N", "O", "H", "H", "H", "H", "N", "C", "N", "O", "H", "H", "H", "H", "N", "C", "N", "O", "H", "H", "H", "H", "O", "C", "C", "O", "H", "H", "H", "H", "H", "H", "O", "C", "C", "O", "H", "H", "H", "H", "H", "H", "O", "C", "C", "O", "H", "H", "H", "H", "H", "H", "O", "C", "C", "O", "H", "H", "H", "H", "H", "H", "O", "C", "C", "O", "H", "H", "H", "H", "H", "H"], "xyz": [[-2.695182, -0.190182, 3.673478], [-2.856924, -0.348559, 2.405056], [-3.864855, 0.363868, 2.038608], [-2.138071, -1.044563, 1.727250], [-3.210582, 0.554298, 4.120935], [-1.879420, -0.660780, 4.038411], [-4.208818, 0.206315, 1.102143], [-4.335585, 0.855793, 2.784614], [2.300044, -2.469876, 1.890109], [3.214970, -2.307314, 0.972709], [3.534978, -3.457285, 0.358781], [3.723407, -1.284083, 0.641459], [1.986921, -1.644392, 2.380660], [1.802426, -3.342801, 1.992546], [3.057049, -4.262911, 0.736484], [4.190474, -3.435170, -0.409289], [-4.326984, 2.076150, -0.787842], [-4.071584, 1.182663, -1.680230], [-2.963438, 1.439143, -2.320462], [-4.793559, 0.280105, -1.974068], [-5.237202, 2.137985, -0.354512], [-3.597862, 2.709905, -0.493171], [-2.560825, 2.356667, -2.193360], [-2.609336, 0.721711, -2.936891], [-0.545496, 2.851414, 2.257033], [-0.699854, 3.409432, 3.435352], [-1.723775, 4.210113, 3.346026], [0.009377, 3.177177, 4.387058], [-1.144691, 3.242416, 1.544174], [0.137692, 2.137329, 2.048621], [-1.533609, 4.862271, 4.093445], [-1.796480, 4.431923, 2.363373], [2.556302, 2.224048, -0.422792], [3.820614, 2.366322, -0.127722], [4.377905, 3.439734, -0.641861], [4.405233, 1.662109, 0.629704], [2.229537, 1.329996, -0.085179], [2.176131, 2.717476, -1.217840], [3.981541, 3.924211, -1.434504], [5.369621, 3.499832, -0.460254], [4.982234, 1.165134, 4.998502], [4.287627, 0.578981, 3.939672], [2.934053, 1.140391, 3.599518], [3.155954, 2.436284, 3.092014], [4.334152, 1.592856, 5.562980], [5.015553, 0.730971, 3.142736], [4.374482, -0.491766, 4.124202], [2.425469, 1.318751, 4.546954], [2.367820, 0.421329, 3.007538], [3.599824, 2.218568, 2.269095], [-0.557215, 3.565549, -2.513930], [-0.657456, 4.769372, -1.756919], [-0.864669, 4.515015, -0.340914], [-2.157945, 4.017646, -0.004918], [-0.254890, 3.953105, -3.338553], [0.191732, 5.437699, -1.899455], [-1.574663, 5.226738, -2.127910], [-0.659581, 5.458835, 0.164300], [-0.076916, 3.859732, 0.030791], [-2.697612, 4.808700, -0.072728], [2.808165, -6.661667, -3.339280], [2.156272, -5.474881, -3.667101], [1.624465, -4.843392, -2.474747], [1.121213, -5.856637, -1.636359], [2.481534, -6.949559, -2.483693], [2.723616, -4.733396, -4.229605], [1.305508, -5.770811, -4.280874], [0.847432, -4.101511, -2.658968], [2.553073, -4.455579, -2.055959], [0.804667, -5.479859, -0.812081], [-4.805901, -2.216422, -3.545334], [-3.649630, -2.749119, -2.923708], [-3.385513, -4.225349, -3.337834], [-4.496687, -5.112371, -3.089802], [-4.878982, -1.329054, -3.186399], [-2.862181, -2.092601, -3.293865], [-3.788000, -2.603133, -1.852434], [-2.510457, -4.650814, -2.846544], [-3.238850, -4.161547, -4.416027], [-4.016120, -5.940705, -3.157007], [0.622368, -2.097395, -1.213334], [-0.316075, -1.028970, -1.160948], [0.377135, -0.008150, -0.249092], [0.370320, -0.344539, 1.108188], [0.942795, -2.254240, -0.322082], [-0.483407, -0.647672, -2.168276], [-1.291469, -1.336383, -0.783863], [-0.100901, 0.963344, -0.374784], [1.394146, 0.077323, -0.631804], [-0.556580, -0.561294, 1.232590]], "atomic_forces_ev_per_a": [[1.7, -0.4, 4.4], [0.9, -0.5, -0.2], [-3.1, 1.8, -2.8], [0.8, -1.4, -1.7], [0.8, -0.5, 0.7], [-0.2, 0.6, 0.6], [-0.4, 0.5, 0.2], [-0.6, 0.0, -1.1], [-2.4, 0.1, 2.8], [1.2, -1.0, -1.7], [-0.1, -1.6, -0.3], [0.8, 2.9, -0.3], [-0.2, -0.3, -0.2], [0.1, 0.5, 0.2], [0.8, -0.4, -0.8], [-0.3, -0.3, 0.3], [-1.5, 3.2, 3.8], [-0.1, -0.6, -1.5], [3.0, 0.3, -1.5], [-2.2, -2.9, -0.3], [0.3, -0.2, -0.2], [-0.3, -0.1, 0.1], [0.7, -0.5, -0.5], [0.1, 0.6, 0.0], [0.9, -1.9, -3.1], [3.0, -3.0, 0.6], [-2.5, 2.7, 1.5], [0.0, 0.2, 1.3], [0.5, -1.3, -0.2], [0.0, 0.1, 0.1], [-1.0, 1.2, -0.4], [-0.9, 1.5, 0.7], [-2.8, -0.8, -0.4], [0.3, 0.9, -0.1], [2.0, 2.6, -1.4], [1.6, -2.0, 2.2], [-0.5, 0.4, -0.4], [-0.3, -0.6, 0.2], [0.3, -0.1, 0.2], [-0.2, 0.3, -0.3], [-0.2, 1.1, 1.4], [1.8, -1.4, -0.9], [1.0, 0.3, 1.8], [-0.9, -0.3, -0.7], [0.1, 0.2, 0.3], [-0.6, 0.0, -0.8], [-0.9, -0.5, -0.1], [-0.5, -0.3, 0.1], [-0.2, 0.3, -0.5], [0.5, 0.5, -0.6], [0.8, 0.4, 0.1], [-1.2, -0.1, -1.1], [1.3, 0.1, 1.2], [0.3, 0.3, -0.1], [0.0, -0.9, -0.7], [0.1, -0.1, -0.1], [0.0, 0.8, -0.1], [-0.3, 0.2, 0.3], [-0.3, -0.4, 0.0], [-0.6, 0.0, 0.1], [1.6, -0.2, -0.4], [-1.8, -1.1, -1.9], [0.5, 1.0, 1.3], [-0.6, -0.6, 0.6], [-0.2, 0.0, 0.1], [0.5, -0.4, 0.0], [-0.2, 0.1, -0.6], [0.4, 0.3, -0.1], [-0.4, 0.8, 0.9], [0.0, 0.1, -0.1], [-0.3, -0.8, -0.5], [-0.5, -0.3, 0.0], [-1.0, 1.4, -0.2], [0.9, 0.5, 0.1], [-0.3, 0.4, 0.2], [0.9, -0.5, 0.3], [0.4, -0.4, 0.3], [0.3, 0.5, 0.0], [0.3, -0.2, -0.2], [-0.7, -0.6, 0.1], [-0.6, -0.8, -0.9], [1.1, 0.1, 1.0], [-0.7, 0.9, -1.3], [0.6, -0.1, -0.4], [0.0, 0.1, 0.3], [0.4, 0.1, -0.1], [-0.1, -0.1, 0.3], [-0.2, 0.5, -0.1], [-0.1, -0.4, 0.2], [-0.8, -0.4, 1.0]], "relative_energy_ev": 5.330, "e_homo_ha": -0.332, "smiles": "NC(N)=O.NC(N)=O.NC(N)=O.NC(N)=O.NC(N)=O.OCCO.OCCO.OCCO.OCCO.OCCO", "energy_ha": -2277.655538, "orbital_gap_ha": 0.3111}

=====

[3]
{"formula": "C15H51ClO10P4S", "method": "wB97M-V/def2-TZVPD", "symbols": ["C", "C", "C", "C", "C", "C", "P", "Cl", "P", "S", "P", "C", "C", "P", "O", "O", "O", "H", "H", "H", "H", "H", "H", "H", "H", "H", "H", "H", "H", "H", "H", "H", "H", "H", "H", "H", "H", "H", "H", "H", "C", "O", "H", "H", "H", "H", "C", "O", "H", "H", "H", "H", "C", "O", "H", "H", "H", "H", "C", "O", "H", "H", "H", "H", "C", "O", "H", "H", "H", "H", "C", "O", "H", "H", "H", "H", "C", "O", "H", "H", "H", "H"], "xyz": [[3.097920, -2.111752, -0.754842], [3.797267, -1.017573, 0.056091], [3.332758, 0.413738, -0.260793], [1.824265, 0.550194, -0.519674], [1.249691, 1.855549, 0.028372], [-0.077506, 2.312558, -0.574353], [-1.566196, 1.219300, -0.562841], [-0.988432, 0.345407, 1.451796], [-2.171195, 2.272171, -2.625019], [-1.974381, 4.213717, -2.772796], [-1.442068, -0.798873, -1.452330], [-2.688162, -0.903083, -2.812547], [-2.111648, -1.983418, -0.225251], [-3.521820, 1.930944, 0.271957], [-3.614028, 3.387051, 0.189987], [-3.773239, 1.321751, 1.713243], [-4.546809, 1.102913, -0.646895], [2.954687, -1.815629, -1.797381], [3.695012, -3.026208, -0.751302], [2.112401, -2.373794, -0.360827], [3.681504, -1.222893, 1.124879], [4.869631, -1.074832, -0.143502], [3.894965, 0.779558, -1.124549], [3.593438, 1.065264, 0.580044], [1.609296, 0.491663, -1.592156], [1.306399, -0.293955, -0.063900], [1.181714, 1.818498, 1.114084], [1.950768, 2.667556, -0.204919], [0.085893, 2.563417, -1.625402], [-0.445631, 3.229355, -0.102293], [-3.453160, 1.814976, -2.965141], [-1.378339, 1.564286, -3.549647], [-3.618501, -0.341177, -2.724829], [-2.950674, -1.961180, -2.861739], [-2.210810, -0.631498, -3.752373], [-1.269427, -2.415340, 0.306103], [-2.817083, -1.562246, 0.491616], [-2.597279, -2.782791, -0.785809], [-4.468273, 0.652244, 1.743917], [-4.162659, 0.322854, -1.074578], [7.965449, 0.804581, -0.756612], [7.272211, -0.327397, -0.250512], [7.321379, 1.664756, -0.587371], [8.912594, 0.973333, -0.237498], [8.160729, 0.722846, -1.829195], [7.820387, -1.105310, -0.383869], [-2.338009, -5.858658, -0.046224], [-1.171293, -5.059988, -0.006826], [-2.610983, -5.977733, -1.094291], [-2.176779, -6.854223, 0.377592], [-3.179419, -5.392682, 0.479194], [-0.897026, -4.918453, 0.907963], [0.294188, -2.576067, 2.944277], [0.136074, -3.921543, 2.482218], [-0.692260, -2.217771, 3.231463], [0.966123, -2.536512, 3.799501], [0.681058, -1.932750, 2.149809], [1.008211, -4.242879, 2.234896], [-4.809740, 6.370621, -1.432713], [-5.552613, 5.431298, -0.682371], [-5.420426, 7.268797, -1.520029], [-3.865243, 6.633051, -0.947349], [-4.582936, 6.009118, -2.441084], [-5.014693, 4.633669, -0.586117], [2.932472, -5.013010, 4.919100], [3.092047, -3.671072, 4.483046], [2.871146, -5.630063, 4.024675], [3.781558, -5.356669, 5.516024], [2.014857, -5.150448, 5.497272], [3.130049, -3.098396, 5.254791], [3.311624, -0.227268, 4.417761], [2.039879, -0.552276, 4.963670], [4.053487, -0.778214, 4.992823], [3.398587, -0.527414, 3.370298], [3.534577, 0.839432, 4.502884], [1.372644, -0.074988, 4.461360], [-5.315048, 4.852740, -5.570756], [-4.098797, 5.576507, -5.582960], [-5.624327, 4.734542, -6.607932], [-5.196991, 3.857345, -5.129306], [-6.108798, 5.378434, -5.031448], [-3.806240, 5.671993, -4.670552]], "atomic_forces_ev_per_a": [[0.0, -0.1, 0.0], [0.1, 0.0, -0.1], [-0.1, -0.1, 0.1], [-0.1, 0.1, 0.0], [0.1, 0.2, 0.0], [0.1, -0.2, 0.0], [-0.3, 0.1, -0.2], [0.1, 0.0, 0.2], [-0.1, 0.5, 0.2], [0.0, -0.2, 0.0], [0.6, -0.1, -0.2], [-0.1, 0.0, 0.1], [-0.2, 0.1, 0.1], [0.3, -0.1, 0.1], [-0.1, -0.3, 0.0], [-0.1, 0.2, -0.1], [-0.1, 0.0, -0.1], [0.1, 0.0, 0.0], [0.0, 0.0, 0.0], [0.0, 0.1, 0.0], [-0.1, 0.0, 0.0], [0.0, 0.1, 0.1], [-0.1, 0.1, 0.0], [0.1, 0.0, 0.0], [0.1, -0.1, 0.0], [-0.1, 0.0, 0.0], [0.0, -0.1, 0.0], [-0.1, 0.0, 0.0], [0.0, 0.0, 0.0], [0.0, 0.0, 0.0], [0.0, -0.1, -0.1], [0.0, -0.2, 0.0], [0.0, -0.1, -0.1], [0.0, 0.0, -0.1], [-0.1, 0.0, 0.0], [-0.1, 0.0, 0.1], [0.0, 0.0, 0.0], [0.1, 0.0, 0.0], [0.1, 0.0, 0.0], [-0.1, 0.1, 0.1], [0.0, 0.0, 0.0], [0.1, 0.0, 0.0], [0.0, 0.0, 0.0], [0.0, 0.0, 0.0], [0.0, 0.0, 0.0], [0.0, 0.0, 0.0], [0.0, 0.0, 0.0], [0.0, -0.1, -0.1], [0.0, 0.0, 0.0], [0.0, 0.0, 0.0], [0.0, 0.0, 0.0], [0.0, 0.1, 0.1], [0.0, -0.1, 0.0], [0.0, -0.1, -0.2], [0.0, 0.0, 0.0], [0.0, 0.0, 0.0], [0.0, 0.0, 0.0], [0.1, 0.0, 0.1], [-0.1, 0.1, 0.0], [0.0, -0.1, -0.1], [0.0, 0.0, 0.0], [0.0, 0.0, 0.0], [0.0, 0.0, 0.0], [0.1, 0.1, 0.1], [0.0, 0.0, 0.0], [0.1, -0.1, 0.0], [0.0, 0.0, 0.0], [0.0, 0.0, 0.0], [0.0, 0.0, 0.0], [-0.1, 0.1, 0.0], [0.0, 0.0, 0.0], [0.1, 0.1, 0.0], [0.0, 0.0, 0.0], [0.0, 0.0, 0.0], [0.0, 0.0, 0.0], [-0.1, 0.0, 0.0], [0.0, 0.0, 0.0], [-0.1, 0.0, 0.1], [0.0, 0.0, 0.0], [0.0, 0.0, 0.0], [0.0, 0.0, 0.0], [0.2, -0.1, 0.0]], "relative_energy_ev": 0.000, "e_homo_ha": -0.301, "smiles": "CCCCCCP(Cl)([PH2]=S)(P(C)C)P(=O)(O)O.CO.CO.CO.CO.CO.CO.CO", "energy_ha": -3578.264933, "orbital_gap_ha": 0.3024}